The following is a quantum chemistry calculation of a structure of composition C36H49HfN5P2Si in a non-equilibrium geometry, from the Open Molecules 2025 dataset.

Results
HOMO = -12.301 eV
Molecular weight = 820.3 g/mol
Net charge = +2
Energy relative to the best compared isomer or geometry (same formula, charge and spin) = 15.9 kcal/mol
Kohn-Sham gap = 4.196 eV

Last column: Löwdin charge in e.
CARTESIAN COORDINATES (ANGSTROEM)
Hf 0.82800 -0.88661 1.90854  1.735
C -1.96518 2.34455 1.96579  -0.050
C -2.24805 1.05047 1.70388  -0.041
C -1.43009 0.06506 0.78755  -0.196
C -0.48230 0.81955 -0.19021  -0.278
C 0.94235 0.94882 0.22886  -0.259
C 1.26395 1.91367 1.19967  -0.064
C 0.50815 3.17567 1.42466  -0.124
C -1.06467 3.27714 1.21224  -0.156
C 1.08068 -2.98825 2.36496  -0.298
H -2.26013 2.75029 2.95654  0.136
H -2.87332 0.51704 2.42223  0.099
H -2.15757 -0.51725 0.21148  0.054
H -1.01153 -0.95476 1.35682  0.063
H -0.51660 0.38335 -1.19719  0.001
H -0.91226 1.77626 -0.51525  0.100
H 1.71131 0.55311 -0.46086  0.032
H 2.29999 1.91453 1.61325  0.118
H 0.94901 4.02303 0.85080  0.166
H 0.70748 3.45745 2.46379  0.077
H -1.27484 4.29950 1.53690  0.124
H -1.29754 3.31216 0.15586  0.087
H 1.25469 -3.13402 3.45134  0.025
H 2.02109 -3.26370 1.82699  0.013
H 0.28148 -3.67214 2.00666  0.028
P 1.93445 -1.04742 -2.14879  1.085
P -2.19920 -0.31641 -2.29742  1.079
N 3.30581 -0.11823 -2.71382  -0.286
N 2.46839 -2.39026 -3.27113  -0.242
N -2.19695 1.26826 -3.07108  -0.257
N -3.51313 -1.00162 -3.19592  -0.283
C 0.60817 -0.28604 -3.24132  -0.382
C -0.76643 -1.03021 -3.23164  -0.345
C 4.51596 0.00884 -2.00860  -0.146
C 5.45019 0.64318 -2.82638  -0.067
C 4.80265 0.92419 -4.07119  -0.056
C 3.49112 0.47885 -3.96945  -0.158
C 2.58921 -3.73411 -2.90628  -0.157
C 2.94313 -4.47131 -4.03487  -0.078
C 3.05604 -3.55430 -5.13527  -0.061
C 2.75143 -2.30189 -4.64002  -0.144
C -2.64787 2.41624 -2.38813  -0.156
C -2.29749 3.54252 -3.12174  -0.067
C -1.57502 3.08510 -4.28277  -0.057
C -1.56926 1.70395 -4.24046  -0.147
C -4.29737 -0.42326 -4.20830  -0.113
C -5.22640 -1.36354 -4.65278  -0.062
C -5.02314 -2.55509 -3.86977  -0.080
C -3.96850 -2.31855 -3.01050  -0.154
H 0.97720 -0.24837 -4.28147  0.066
H 0.52410 0.77876 -2.96025  0.074
H -1.08873 -1.25185 -4.26256  0.101
H -0.64966 -2.00547 -2.73348  0.066
H 4.56669 -0.30256 -0.97614  0.086
H 6.47683 0.89690 -2.56602  0.106
H 5.20965 1.39879 -4.94983  0.107
H 2.68965 0.58883 -4.68072  0.095
H 2.41470 -4.02789 -1.88196  0.084
H 3.07787 -5.54354 -4.08586  0.099
H 3.30976 -3.77296 -6.16508  0.107
H 2.74545 -1.36515 -5.17355  0.083
H -3.23666 2.30390 -1.48047  0.110
H -2.53398 4.55381 -2.83023  0.099
H -1.12129 3.68649 -5.08022  0.113
H -1.17561 0.98128 -4.92840  0.110
H -4.08755 0.57417 -4.56669  0.101
H -5.96165 -1.22823 -5.43341  0.102
H -5.60835 -3.45921 -3.92927  0.100
H -3.48518 -2.97703 -2.29958  0.097
C 3.22992 0.28022 3.91776  -0.163
Si 1.58085 0.59054 4.73608  0.411
C 1.76555 -0.13966 6.44369  -0.149
C 1.12466 2.36949 4.81280  -0.139
N 0.22107 -0.27764 3.86220  -0.199
C -0.97298 -0.57595 4.58252  -0.350
C -1.77790 -1.59645 4.05509  -0.077
C -3.11362 -1.71173 4.43870  -0.061
C -3.62235 -0.88757 5.44768  -0.054
C -2.78065 0.03962 6.08441  -0.037
C -1.45303 0.17951 5.66932  -0.036
H 3.94572 0.24023 4.75183  0.065
H 3.54718 1.10514 3.27068  0.033
H 3.34354 -0.67573 3.38833  0.026
H 2.77764 0.10924 6.80465  0.052
H 1.04166 0.24062 7.17690  0.045
H 1.67203 -1.23389 6.40570  0.055
H 1.11154 2.81264 3.82165  -0.014
H 0.13496 2.54828 5.23228  0.047
H 1.85222 2.94290 5.39915  0.068
H -1.31832 -2.33801 3.40696  0.078
H -3.74606 -2.46491 3.96315  0.120
H -4.66686 -0.96017 5.75128  0.119
H -3.15370 0.65267 6.90911  0.123
H -0.77622 0.84611 6.18557  0.076